{
  "formula": "C4H8N2O",
  "method": "wB97M-V/def2-TZVPD",
  "total_energy_ha": -341.898671,
  "e_lumo_ev": 1.01,
  "homo_lumo_gap_ev": 10.81,
  "charge": 0,
  "e_above_lowest_kcal_mol": 65.9,
  "homo_ev": -9.8,
  "molar_mass_g_mol": 100.12,
  "smiles": "[H]/N=C/CCN=C=O.[H][H]",
  "symbols": ["H", "N", "C", "C", "C", "N", "C", "O", "H", "H", "H", "H", "H", "H", "H"],
  "positions_angstrom": [[0.96193, -2.35959, 0.19418], [0.60300, -1.47561, 0.54824], [-0.57180, -1.20090, 0.16535], [-1.15994, 0.13606, 0.53350], [-0.20006, 1.36743, 0.36918], [1.09895, 1.13291, -0.21040], [1.99630, 0.34766, 0.03195], [3.00616, -0.24680, 0.10236], [-1.18991, -1.89294, -0.42078], [-1.45100, 0.05987, 1.58748], [-2.08359, 0.30166, -0.03161], [-0.04722, 1.84390, 1.34206], [-0.68623, 2.11116, -0.27032], [-0.40046, -0.30972, -2.06506], [0.12386, 0.18491, -1.87610]],
  "forces_ev_per_a": [[-0.2, -0.1, 0.1], [-0.4, -0.2, 0.0], [0.2, 0.0, 0.3], [0.0, -0.1, 0.0], [-0.1, 0.1, 0.2], [0.5, -0.3, 0.3], [0.5, 0.3, -0.1], [-0.5, 0.4, -0.1], [0.1, 0.1, 0.0], [0.0, 0.1, -0.1], [0.2, 0.0, 0.1], [-0.1, -0.1, -0.1], [0.0, -0.2, 0.1], [0.0, 0.1, -0.3], [-0.2, -0.1, -0.3]]
}



{
  "formula": "C4H8N2O",
  "method": "wB97M-V/def2-TZVPD",
  "total_energy_ha": -341.686873,
  "e_lumo_ev": 0.41,
  "homo_lumo_gap_ev": 9.89,
  "charge": 0,
  "e_above_lowest_kcal_mol": 198.8,
  "homo_ev": -9.5,
  "molar_mass_g_mol": 100.12,
  "symbols": ["C", "C", "C", "C", "H", "H", "H", "H", "H", "H", "H", "H", "N", "N", "O"],
  "positions_angstrom": [[-0.86247, -0.34591, -1.42391], [-0.13151, -0.55557, -0.05667], [1.30607, -0.03156, 1.60520], [1.63545, 0.93415, 0.63413], [-2.60279, -1.38039, -0.48503], [-2.76994, 0.65584, -1.36862], [-0.10140, -0.81135, -2.08895], [-0.91165, 0.93164, -1.43952], [0.34588, -0.24337, 2.23622], [2.13195, -0.83750, 1.92234], [0.99352, 1.84440, 0.25428], [2.88977, 1.43486, 0.65669], [-2.32444, -0.53286, -1.53688], [1.17652, -0.42835, 0.15242], [-0.77495, -0.63402, 0.93830]],
  "forces_ev_per_a": [[1.2, 4.0, 1.1], [-3.3, 1.6, -1.5], [1.1, -5.2, 3.0], [2.7, 4.3, -1.9], [0.7, 3.9, -3.8], [1.3, -5.4, 0.1], [-1.4, 0.4, -0.8], [1.6, -3.5, -0.5], [2.4, 1.4, -1.3], [-1.2, 2.7, 0.0], [0.8, -2.1, 1.3], [-3.7, -2.2, -0.7], [-1.4, 0.3, 3.8], [3.9, 1.6, 0.1], [-4.8, -1.7, 1.0]]
}



{
  "formula": "C4H8N2O",
  "method": "wB97M-V/def2-TZVPD",
  "total_energy_ha": -341.831990,
  "e_lumo_ev": 0.87,
  "homo_lumo_gap_ev": 9.73,
  "charge": 0,
  "e_above_lowest_kcal_mol": 107.7,
  "homo_ev": -8.9,
  "molar_mass_g_mol": 100.12,
  "symbols": ["N", "C", "C", "C", "O", "C", "N", "H", "H", "H", "H", "H", "H", "H", "H"],
  "positions_angstrom": [[0.05205, 1.70081, -1.98268], [-0.30108, 1.08299, -0.68622], [-0.40628, -1.04745, -0.22825], [0.23534, -1.39228, 1.04832], [-0.48120, -0.99815, 2.17275], [0.83427, 1.16673, 0.18302], [1.75525, 1.02992, 0.87683], [-0.63632, 1.51907, -2.70318], [0.09762, 2.72333, -1.89731], [-1.21016, 1.50760, -0.23364], [0.15198, -1.43756, -1.06816], [-1.47465, -1.24966, -0.17861], [1.32249, -1.22874, 1.14289], [-0.04657, -2.47081, 0.62072], [0.10727, -0.90581, 2.93352]],
  "forces_ev_per_a": [[-0.3, -0.5, 0.1], [-0.1, -1.0, 0.5], [-0.1, 3.6, -1.1], [-0.3, -1.5, -1.1], [-0.1, -0.1, 0.1], [0.9, -0.1, 0.8], [-0.7, 0.5, -0.5], [-0.1, -0.2, 0.2], [0.1, -0.6, 0.2], [0.3, -0.4, 0.0], [-0.2, 0.0, -0.2], [0.1, 0.2, -0.4], [-0.6, -0.3, -0.3], [1.1, 0.4, 2.1], [-0.1, -0.1, -0.3]]
}



{
  "formula": "C4H8N2O",
  "method": "wB97M-V/def2-TZVPD",
  "total_energy_ha": -341.842592,
  "e_lumo_ev": 1.04,
  "homo_lumo_gap_ev": 9.46,
  "charge": 0,
  "e_above_lowest_kcal_mol": 101.1,
  "homo_ev": -8.4,
  "molar_mass_g_mol": 100.12,
  "symbols": ["N", "C", "C", "C", "O", "C", "N", "H", "H", "H", "H", "H", "H", "H", "H"],
  "positions_angstrom": [[-1.82155, -0.13803, -0.43577], [-0.74571, -0.41435, 0.51971], [0.46611, -0.98631, -0.22455], [1.20675, 0.16975, -0.87087], [1.71092, 1.03453, 0.14395], [-0.48822, 0.89662, 1.25760], [0.64848, 1.43530, 1.01086], [-2.28855, -1.00203, -0.69813], [-2.51362, 0.45734, 0.01063], [-1.05282, -1.12523, 1.30447], [0.15207, -1.72404, -0.97362], [1.14198, -1.48752, 0.47747], [0.52706, 0.72576, -1.53013], [2.09284, -0.13796, -1.43133], [0.96426, 2.29616, 1.43970]],
  "forces_ev_per_a": [[-0.2, -0.1, 0.1], [0.1, -0.1, 0.1], [0.1, 0.0, 0.1], [-0.1, -0.1, -0.2], [0.0, -0.1, 0.0], [0.5, 0.0, -0.2], [-0.3, 0.1, 0.3], [0.1, 0.1, 0.0], [0.0, 0.0, -0.1], [0.0, 0.1, -0.1], [0.0, 0.2, 0.1], [-0.1, 0.0, -0.1], [0.1, 0.0, 0.1], [-0.1, 0.0, 0.1], [-0.1, -0.1, -0.1]]
}



What did the second record say?
{
  "formula": "C4H8N2O",
  "method": "wB97M-V/def2-TZVPD",
  "total_energy_ha": -341.686873,
  "e_lumo_ev": 0.41,
  "homo_lumo_gap_ev": 9.89,
  "charge": 0,
  "e_above_lowest_kcal_mol": 198.8,
  "homo_ev": -9.5,
  "molar_mass_g_mol": 100.12,
  "symbols": ["C", "C", "C", "C", "H", "H", "H", "H", "H", "H", "H", "H", "N", "N", "O"],
  "positions_angstrom": [[-0.86247, -0.34591, -1.42391], [-0.13151, -0.55557, -0.05667], [1.30607, -0.03156, 1.60520], [1.63545, 0.93415, 0.63413], [-2.60279, -1.38039, -0.48503], [-2.76994, 0.65584, -1.36862], [-0.10140, -0.81135, -2.08895], [-0.91165, 0.93164, -1.43952], [0.34588, -0.24337, 2.23622], [2.13195, -0.83750, 1.92234], [0.99352, 1.84440, 0.25428], [2.88977, 1.43486, 0.65669], [-2.32444, -0.53286, -1.53688], [1.17652, -0.42835, 0.15242], [-0.77495, -0.63402, 0.93830]],
  "forces_ev_per_a": [[1.2, 4.0, 1.1], [-3.3, 1.6, -1.5], [1.1, -5.2, 3.0], [2.7, 4.3, -1.9], [0.7, 3.9, -3.8], [1.3, -5.4, 0.1], [-1.4, 0.4, -0.8], [1.6, -3.5, -0.5], [2.4, 1.4, -1.3], [-1.2, 2.7, 0.0], [0.8, -2.1, 1.3], [-3.7, -2.2, -0.7], [-1.4, 0.3, 3.8], [3.9, 1.6, 0.1], [-4.8, -1.7, 1.0]]
}